Below is a gas-phase ion, C20H21F2 (charge +1), with properties calculated with ωB97M-V/def2-TZVPD.

Results
**Relative energy (zero: lowest compared OMol25 entry of this formula, charge and spin)**: 156.8 kJ/mol
**Charge**: +1
**E_LUMO**: -6.17 eV
**HOMO-LUMO gap**: 5.573 eV

XYZ file:
```
43
Properties=species:S:1:pos:R:3:lowdin_charge:R:1
F -1.168 2.341 -4.453 0.07
F -0.527 6.816 -1.284 0.07
C 0.421 3.769 0.459 -0.19
C 1.214 7.988 0.425 -0.02
C 0.541 -0.377 2.945 -0.07
C -1.929 -0.427 2.733 -0.01
C -0.594 1.640 1.822 -0.03
C -0.959 0.395 -0.855 -0.04
C -0.374 1.675 -0.933 -0.16
C 1.314 4.302 1.417 -0.03
C 1.808 0.104 2.946 0.18
C -1.522 -0.200 -1.964 -0.02
C -1.586 0.435 -3.193 -0.20
C 0.084 5.950 -0.424 -0.19
C -1.055 1.716 -3.240 -0.19
C -0.644 0.304 2.487 -0.16
C 1.517 5.670 1.441 -0.02
C -0.411 2.349 -2.181 0.05
C -2.049 -0.212 -4.446 -0.02
C 0.225 2.240 0.372 -0.10
C -0.349 4.627 -0.348 0.04
C 0.971 6.519 0.485 -0.19
H -1.021 -0.090 0.125 0.09
H -1.643 2.092 1.724 0.16
H 1.769 8.148 -0.490 0.10
H 1.832 3.666 2.146 0.11
H -2.559 -0.136 1.901 0.09
H -2.903 0.290 -4.876 0.09
H -2.317 -1.247 -4.311 0.08
H -1.241 4.275 -0.900 0.14
H 0.336 8.624 0.354 0.09
H 0.359 -1.388 3.367 0.13
H 1.223 1.790 0.495 0.13
H 2.057 6.120 2.256 0.12
H -1.270 -0.151 -5.200 0.10
H -1.971 -1.172 -1.900 0.12
H 2.609 -0.561 3.137 0.09
H -1.761 -1.519 2.836 0.11
H 1.992 1.123 2.755 0.06
H -0.028 3.362 -2.346 0.13
H 1.756 8.362 1.274 0.08
H -2.544 -0.144 3.595 0.12
H 0.090 2.174 2.509 0.11
```


Below is 7 unconnected molecules or ions with the total composition C7H21N7O14, with properties calculated with ωB97M-V/def2-TZVPD.

Results
**Relative energy (zero: lowest compared OMol25 entry of this formula, charge and spin)**: 695.2 kJ/mol
**Charge**: 0
**Structure (SMILES)**: C[N+](=O)[O-].C[N+](=O)[O-].C[N+](=O)[O-].C[N+](=O)[O-].C[N+](=O)[O-].C[N+](=O)[O-].C[N+](=O)[O-]
**E_LUMO**: -0.15 eV
**HOMO-LUMO gap**: 9.660 eV

XYZ file:
```
49
Properties=species:S:1:pos:R:3:lowdin_charge:R:1
O 25.321 10.426 15.075 0.11
O 19.535 7.165 21.039 0.08
O 24.036 12.048 16.896 -0.03
O 17.566 9.778 18.189 0.03
O 21.288 10.493 18.303 -0.14
O 25.258 13.488 16.007 0.09
O 21.514 7.613 20.163 0.03
O 25.676 10.634 17.168 -0.01
O 22.332 8.775 17.552 0.14
O 24.439 13.087 20.002 0.09
O 22.916 13.646 18.517 0.03
O 17.701 9.442 15.964 0.04
O 26.266 8.093 18.955 0.05
O 24.639 8.987 20.029 0.01
N 26.028 10.687 15.992 -0.44
N 24.175 13.009 16.182 -0.40
N 25.613 8.277 20.004 -0.36
N 20.363 7.899 20.535 -0.38
N 18.174 9.726 17.088 -0.37
N 22.293 9.791 18.155 -0.33
N 23.296 13.140 19.585 -0.42
C 19.851 9.129 19.805 0.03
C 26.125 7.521 21.244 0.08
C 27.400 11.026 15.785 0.04
C 19.644 9.859 17.142 -0.04
C 23.110 13.733 15.552 0.05
C 23.627 10.348 18.504 0.00
C 22.170 12.580 20.439 0.07
H 27.983 10.257 15.278 0.11
H 20.033 8.855 16.970 0.12
H 22.215 11.507 20.257 0.07
H 20.413 10.038 20.020 0.09
H 22.555 12.870 21.416 0.10
H 23.562 10.229 19.585 0.08
H 22.492 12.986 15.054 0.11
H 20.156 8.877 18.790 0.05
H 23.707 14.339 14.870 0.11
H 26.099 8.288 22.019 0.10
H 23.453 11.404 18.297 0.05
H 19.957 10.451 16.283 0.12
H 18.783 9.318 19.913 0.10
H 27.274 11.926 15.184 0.10
H 27.149 7.233 21.007 0.09
H 21.283 13.179 20.230 0.11
H 25.461 6.668 21.380 0.10
H 24.417 9.828 17.962 0.08
H 27.774 11.378 16.746 0.11
H 19.854 10.429 18.047 0.05
H 22.452 14.310 16.202 0.10
```


Below is 2 unconnected molecules or ions with the total composition C4H8N2O2, with properties calculated with ωB97M-V/def2-TZVPD.

Results
**Relative energy (zero: lowest compared OMol25 entry of this formula, charge and spin)**: 226.2 kJ/mol
**Charge**: 0
**Structure (SMILES)**: N#CC(N)=O.CCO
**E_LUMO**: 0.49 eV
**HOMO-LUMO gap**: 10.786 eV

XYZ file:
```
16
Properties=species:S:1:pos:R:3:lowdin_charge:R:1
O 3.791 0.448 -0.025 0.06
O -0.563 -1.202 -0.154 -0.10
N 0.952 2.091 -0.992 0.17
N 1.919 -0.871 0.226 0.10
C 1.687 1.294 -0.613 -0.12
C -2.017 0.454 0.819 -0.07
C 2.598 0.238 -0.110 -0.60
C -1.569 -0.199 -0.471 -0.25
H -1.189 0.989 1.281 0.08
H -2.810 1.167 0.603 0.08
H -2.395 -0.716 -0.964 0.12
H -1.133 0.539 -1.150 0.09
H -2.396 -0.292 1.514 0.08
H 0.664 -0.901 0.337 0.13
H 2.492 -1.588 0.651 0.10
H -0.031 -1.452 -0.951 0.13
```


Below is a molecular structure, C30H36N7O2PtSi, with properties calculated with ωB97M-V/def2-TZVPD.

Results
**Relative energy (zero: lowest compared OMol25 entry of this formula, charge and spin)**: 27.9 kJ/mol
**Charge**: +1
**E_LUMO**: -2.19 eV
**HOMO-LUMO gap**: 8.650 eV

XYZ file:
```
77
Properties=species:S:1:pos:R:3:lowdin_charge:R:1
Pt 0.501 0.968 -0.689 1.14
Si -2.005 -1.185 0.522 0.45
O -0.891 -0.382 -0.299 -0.49
O 4.700 1.118 -1.591 0.03
N -1.892 4.221 0.469 0.20
N 0.246 4.256 -0.403 0.17
N 4.856 -0.616 -0.156 0.08
N 1.717 2.545 -1.049 -0.02
N -0.942 2.272 -0.351 -0.01
N 1.633 -0.798 -1.067 -0.04
N 2.186 4.797 -1.538 -0.14
C -5.699 0.686 1.191 -0.07
C -2.180 -2.614 2.993 -0.09
C 2.199 6.154 -1.004 -0.03
C 0.865 -1.605 -1.822 -0.13
C 5.321 0.163 -1.153 -0.53
C 2.575 -2.745 -0.069 -0.02
C -3.621 -4.401 -2.466 -0.09
C -2.708 -3.853 -0.310 -0.09
C -4.002 2.065 2.182 -0.11
C -3.034 1.162 1.763 -0.14
C 3.388 4.441 -2.279 -0.03
C 0.548 -2.598 3.478 -0.09
C 3.550 -0.529 0.493 -0.11
C 2.534 -1.370 -0.241 -0.27
C -3.624 -3.052 -2.801 -0.09
C 0.034 -1.986 2.342 -0.09
C 6.665 -0.235 -1.705 0.01
C -0.308 -3.225 4.372 -0.09
C 1.746 -3.564 -0.815 -0.02
C -4.723 -0.216 0.779 -0.07
C -3.168 -2.113 -1.888 -0.10
C -3.372 0.006 1.046 -0.21
C -1.676 -3.229 4.130 -0.08
C -2.701 -2.494 -0.625 -0.23
C -5.341 1.829 1.889 -0.08
C -1.334 -1.989 2.073 -0.22
C 0.905 -2.981 -1.744 -0.03
C 1.415 3.803 -1.016 -0.37
C -0.864 3.521 -0.070 -0.45
C -3.163 -4.800 -1.220 -0.08
H 2.646 2.316 -1.400 0.04
H 7.071 0.591 -2.281 0.09
H -1.707 5.106 0.910 0.12
H 3.675 5.300 -2.881 0.10
H -1.787 1.794 -0.046 0.05
H 5.424 -1.408 0.094 0.14
H 0.701 -1.485 1.651 0.07
H 0.164 -1.113 -2.479 0.11
H 2.596 6.814 -1.771 0.10
H -3.170 -1.063 -2.165 0.11
H -2.348 -3.709 4.830 0.11
H 0.110 5.251 -0.402 0.12
H 4.216 4.172 -1.621 0.10
H 3.699 -0.953 1.486 0.13
H 1.209 6.536 -0.765 0.08
H 3.271 -3.167 0.645 0.12
H 1.614 -2.584 3.673 0.10
H -6.102 2.523 2.222 0.11
H 3.191 3.607 -2.945 0.10
H -3.722 2.934 2.767 0.10
H -3.983 -2.735 -3.772 0.10
H 3.215 0.500 0.609 0.11
H 0.235 -3.566 -2.357 0.12
H -2.644 3.684 0.877 0.08
H 2.830 6.234 -0.114 0.11
H -3.160 -5.850 -0.955 0.10
H 0.086 -3.704 5.258 0.10
H 7.363 -0.509 -0.914 0.08
H -1.994 1.339 2.030 0.11
H -6.740 0.493 0.969 0.11
H -3.253 -2.619 2.823 0.11
H -3.980 -5.136 -3.175 0.10
H 1.763 -4.636 -0.677 0.12
H -5.020 -1.104 0.232 0.10
H -2.346 -4.182 0.658 0.10
H 6.543 -1.095 -2.366 0.09
```


Below is a molecular structure, C38H38FeIN2OPSi2, with properties calculated with ωB97M-V/def2-TZVPD.

Results
**Spin multiplicity**: 6
**Relative energy (zero: lowest compared OMol25 entry of this formula, charge and spin)**: 129.2 kJ/mol
**Charge**: +1
**E_LUMO (alpha / beta)**: -2.78 / -3.68 eV
**<S²>**: 8.771
**HOMO-LUMO gap (alpha / beta)**: 5.472 / 7.125 eV

XYZ file:
```
84
Properties=species:S:1:pos:R:3:lowdin_spin:R:1
I 0.406 2.926 0.117 0.11
Fe -0.073 0.447 0.738 3.73
P 1.054 -0.023 -1.297 0.08
Si 1.211 -0.986 2.123 0.16
Si -0.476 1.806 3.295 0.38
O -6.452 -1.234 -1.148 0.00
N -5.244 0.320 -2.233 0.00
N -2.304 -0.012 0.842 0.05
C -0.638 0.297 5.683 0.01
C 3.401 -1.524 -0.803 0.00
C -1.873 -2.547 -2.395 0.00
C -0.427 4.517 -2.286 0.01
C -3.581 -1.831 1.762 0.00
C -0.123 4.099 -4.610 0.00
C -3.246 0.140 -0.090 0.01
C 0.906 -2.678 -2.506 0.00
C -0.582 4.914 -3.607 0.00
C -5.445 -0.560 -1.221 0.00
C 1.572 0.868 -5.164 0.00
C -4.365 -0.677 -0.196 0.00
C 0.460 2.849 -4.329 0.00
C -4.521 -1.699 0.763 0.00
C 0.658 -2.703 1.406 0.05
C 0.290 -1.540 -1.996 0.01
C 1.042 1.045 -2.791 0.02
C 0.127 3.283 -1.991 0.03
C 3.719 0.743 -1.535 0.00
C 0.671 -1.942 4.747 0.00
C -2.494 -0.972 1.774 0.02
C 5.089 0.573 -1.466 0.00
C 1.563 0.344 -3.884 0.00
C -0.457 -0.790 6.518 0.00
C -2.301 2.389 3.376 0.07
C 0.131 -3.753 -2.917 0.00
C -0.170 0.275 4.372 0.05
C 0.997 2.095 -5.388 0.00
C 2.860 -0.310 -1.219 0.01
C -1.252 -3.699 -2.853 0.00
C 0.203 -1.913 6.047 0.00
C 0.492 -0.860 3.896 0.02
C 0.765 3.211 3.676 0.06
C 0.533 2.359 -2.977 0.00
C 4.774 -1.699 -0.773 0.00
C -1.103 -1.486 -1.968 0.01
C 5.620 -0.655 -1.107 0.00
C 3.127 -0.859 2.332 0.02
H -5.392 -2.330 0.703 0.00
H -1.761 -1.015 2.568 0.00
H -1.143 1.174 6.058 0.00
H 5.180 -2.658 -0.486 0.00
H 1.981 -2.740 -2.586 0.00
H -0.716 5.183 -1.488 0.00
H -0.355 -2.935 1.717 0.00
H 0.666 -2.731 0.321 0.00
H -0.818 -0.756 7.535 0.00
H 0.351 -2.765 6.693 0.00
H 3.381 -0.287 3.220 0.00
H 0.619 -4.641 -3.291 0.00
H -3.681 -2.585 2.528 0.00
H -3.085 0.979 -0.756 0.00
H -2.576 3.055 2.564 0.00
H 3.616 -0.388 1.489 0.00
H 3.318 1.693 -1.862 0.00
H -0.185 4.409 -5.642 0.00
H 2.758 -2.331 -0.493 0.00
H 0.966 2.512 -6.383 0.00
H 3.554 -1.850 2.448 0.00
H -1.845 -4.547 -3.159 0.00
H 6.689 -0.797 -1.081 0.00
H -2.950 -2.482 -2.358 0.00
H 5.740 1.404 -1.691 0.00
H 1.794 2.889 3.549 0.00
H -4.405 0.853 -2.357 0.00
H 0.605 4.077 3.042 0.00
H 1.303 -3.499 1.764 0.01
H 1.999 -0.630 -3.716 0.00
H 0.648 3.530 4.709 0.01
H -1.563 -0.578 -1.602 0.00
H -5.978 0.406 -2.918 0.00
H -1.023 5.870 -3.832 0.00
H 1.190 -2.815 4.383 0.00
H -2.463 2.928 4.304 0.01
H -2.984 1.544 3.359 0.00
H 2.023 0.308 -5.968 0.00
```


Below is 2 unconnected molecules or ions with the total composition C4H10N2O2, with properties calculated with ωB97M-V/def2-TZVPD.

Results
**Relative energy (zero: lowest compared OMol25 entry of this formula, charge and spin)**: 230.5 kJ/mol
**Charge**: 0
**Structure (SMILES)**: CC(C)=O.NC(N)=O
**E_LUMO**: 0.59 eV
**HOMO-LUMO gap**: 8.948 eV

XYZ file:
```
18
Properties=species:S:1:pos:R:3:lowdin_charge:R:1
O 0.039 1.170 0.400 -0.02
O 1.781 -0.503 -0.773 -0.01
N -1.102 0.642 2.293 0.17
N 1.048 -0.158 1.948 0.19
C -0.078 0.406 1.420 -0.56
C 0.352 0.870 -2.155 -0.04
C 0.681 -0.066 -1.034 -0.50
C -0.650 -1.319 -0.941 -0.01
H 1.200 1.534 -2.328 0.09
H -1.625 -0.836 -1.019 0.04
H -1.046 0.297 3.237 0.10
H -0.460 -1.775 -1.913 0.04
H -0.482 1.486 -1.814 0.08
H -1.831 1.259 1.977 0.11
H -0.559 -2.107 -0.195 0.04
H 0.946 -0.790 2.726 0.10
H 0.078 0.350 -3.068 0.08
H 1.708 -0.460 1.237 0.09
```


Below is a molecular structure, C17H20F6GeN6O4PPt, with properties calculated with ωB97M-V/def2-TZVPD.

Results
**Spin multiplicity**: 6
**Relative energy (zero: lowest compared OMol25 entry of this formula, charge and spin)**: 63.6 kJ/mol
**Charge**: +2
**E_LUMO (alpha / beta)**: -7.24 / -9.61 eV
**<S²>**: 8.818
**HOMO-LUMO gap (alpha / beta)**: 5.434 / 5.979 eV

XYZ file:
```
56
Properties=species:S:1:pos:R:3:lowdin_spin:R:1
Pt 0.183 0.132 0.290 0.76
Ge -2.335 -1.898 0.325 0.15
P 0.948 -3.754 0.521 0.00
F 2.232 -2.802 0.485 0.00
F -0.016 -2.205 0.355 0.10
F 0.930 -3.763 -1.070 0.00
F -0.507 -4.430 0.540 0.01
F 0.818 -3.463 2.092 0.00
F 1.739 -5.088 0.683 0.00
O 0.054 0.200 -1.762 0.05
O 0.370 2.416 0.174 0.39
O -0.026 5.164 -5.304 0.04
O 0.075 6.900 -4.024 0.01
N 1.823 -0.385 3.983 0.04
N 0.546 -0.261 4.401 0.00
N 4.879 -0.596 0.939 0.94
N 2.337 -0.067 0.388 0.29
N 0.431 -0.048 2.278 0.02
N 0.071 5.718 -4.237 0.02
C 0.283 5.400 -1.792 -0.02
C 4.074 -0.550 1.988 0.15
C -2.432 -2.621 2.135 0.06
C 0.069 3.446 -3.266 0.03
C 2.770 -0.278 1.688 0.15
C 0.143 4.832 -3.050 0.22
C 1.724 -0.247 2.690 0.02
C -4.622 -2.018 0.268 0.60
C 0.130 2.581 -2.204 0.09
C 3.258 -0.194 -0.599 0.12
C 0.361 4.564 -0.704 0.23
C 0.287 3.122 -0.852 0.07
C -1.864 0.009 0.360 0.01
C -2.291 -2.614 -1.484 0.06
C 4.577 -0.456 -0.372 0.23
C 0.048 1.165 -2.533 0.02
C -0.288 -0.057 3.392 0.01
H 2.919 -0.128 -1.624 0.01
H 0.334 6.476 -1.695 0.00
H 0.478 4.947 0.300 0.01
H -1.406 -2.684 2.491 0.01
H -0.032 3.089 -4.283 0.00
H -4.772 -3.089 0.333 0.02
H -4.832 -1.564 -0.693 0.03
H 0.329 -0.342 5.387 0.00
H -2.897 -1.981 -2.129 0.00
H -2.867 -3.617 2.124 0.00
H 5.324 -0.592 -1.136 0.02
H -1.352 0.066 3.481 0.00
H -2.285 0.500 -0.522 0.00
H -4.888 -1.445 1.148 0.03
H -1.246 -2.601 -1.787 0.01
H 4.429 -0.730 2.993 0.02
H -3.038 -1.954 2.746 0.00
H -0.030 0.927 -3.601 0.00
H -2.665 -3.635 -1.497 0.00
H -2.280 0.502 1.241 0.00
```


Below is 2 unconnected molecules or ions with the total composition CH5NO3P, with properties calculated with ωB97M-V/def2-TZVPD.

Results
**Relative energy (zero: lowest compared OMol25 entry of this formula, charge and spin)**: 404.2 kJ/mol
**Charge**: -1
**E_LUMO**: 4.05 eV
**HOMO-LUMO gap**: 7.213 eV

XYZ file:
```
11
Properties=species:S:1:pos:R:3:lowdin_charge:R:1
P -0.540 0.257 -0.678 0.53
O 0.121 0.028 -2.059 -0.44
O -1.789 -0.783 -0.243 -0.27
O -0.206 2.668 -0.708 -0.25
N -0.966 1.635 -0.068 -0.30
C 0.989 -0.980 1.154 -0.12
H 1.142 -2.079 0.929 -0.03
H 0.342 2.116 -1.341 0.03
H -1.314 -1.654 -0.152 0.05
H 1.839 -0.473 1.189 -0.13
H 0.383 -0.734 1.977 -0.07
```


> Among the records above, which one has the highest charge?

C17H20F6GeN6O4PPt


> Which of these has the lowest relative energy (zero: lowest compared OMol25 entry of this formula, charge and spin)?

C30H36N7O2PtSi


> What is the charge in the third record?

0


> Among the records above, which one has the lowest relative energy (zero: lowest compared OMol25 entry of this formula, charge and spin)?

C30H36N7O2PtSi